No. 1
{
  "formula": "C23H32N4O3PRuS5",
  "method": "the ωB97M-V functional and the def2-TZVPD basis",
  "species": ["Ru", "C", "C", "N", "N", "C", "S", "S", "C", "C", "C", "C", "C", "C", "C", "C", "C", "C", "C", "C", "C", "O", "H", "H", "H", "H", "H", "H", "H", "H", "H", "H", "H", "H", "H", "H", "C", "C", "O", "P", "S", "S", "O", "C", "C", "H", "H", "H", "H", "H", "H", "H", "H", "H", "H", "C", "N", "C", "S", "N", "C", "H", "H", "H", "H", "H", "H", "H", "H"],
  "positions_angstrom": [[0.85315, 0.36154, 0.18307], [-0.14955, -3.89550, 0.99291], [-0.16430, -2.41462, 1.26951], [-0.24850, -1.58266, 0.22715], [-0.53902, -2.12210, -0.95408], [-0.19622, -1.52888, -2.05556], [0.88428, -0.18658, -2.22247], [-0.78857, -2.11813, -3.58867], [-1.98151, -3.42848, -3.11397], [-3.38515, -2.90767, -2.99850], [-3.79976, -2.22294, -1.85832], [-5.08951, -1.72360, -1.76999], [-5.98294, -1.90376, -2.81638], [-5.57957, -2.58985, -3.95174], [-4.28772, -3.08606, -4.04198], [-0.00052, -1.93057, 2.59619], [0.20465, -2.84853, 3.65901], [0.38577, -2.44853, 4.94956], [0.38353, -1.07371, 5.26976], [0.20923, -0.14488, 4.29051], [0.00757, -0.51551, 2.92836], [-0.17439, 0.41058, 2.07075], [-0.69993, -4.09539, 0.08008], [-0.58682, -4.47430, 1.80023], [0.88559, -4.21454, 0.84589], [-1.61445, -3.84134, -2.17844], [-1.90121, -4.17014, -3.90691], [-3.10114, -2.06337, -1.04775], [-5.39443, -1.19101, -0.87795], [-6.98830, -1.50796, -2.74868], [-6.27319, -2.74169, -4.76922], [-3.97291, -3.61354, -4.93550], [0.23427, -3.90525, 3.44078], [0.54525, -3.18550, 5.72510], [0.52981, -0.76106, 6.29611], [0.21744, 0.91413, 4.51012], [2.94895, 2.56644, 4.54999], [3.76770, 2.28172, 3.31061], [3.29823, 1.05202, 2.72769], [3.48119, 0.77939, 1.17041], [2.97786, -1.12002, 0.88929], [2.58418, 2.25678, 0.11154], [5.06283, 1.01604, 1.02507], [5.71272, 1.26428, -0.23364], [5.59877, 0.10916, -1.21032], [3.39653, 3.39702, 5.09596], [2.92955, 1.68424, 5.18978], [1.92732, 2.82916, 4.27617], [4.82493, 2.15826, 3.54955], [3.66822, 3.09086, 2.58342], [6.75255, 1.45018, 0.03175], [5.29480, 2.17310, -0.67346], [5.91239, -0.82178, -0.73860], [6.23320, 0.29970, -2.07689], [4.57058, -0.00834, -1.55326], [-0.15488, 4.35301, -2.32725], [-0.60924, 3.32519, -1.40337], [-1.74683, 2.62685, -1.42768], [-1.92038, 1.18264, -0.54539], [-2.80467, 3.04175, -2.15125], [-3.08334, 4.38753, -2.62834], [0.87884, 4.57680, -2.07629], [-0.73368, 5.27013, -2.23295], [-0.18966, 4.00322, -3.36107], [0.10691, 2.89809, -0.84273], [-3.59307, 2.42641, -2.05376], [-2.43342, 4.66894, -3.45498], [-2.99172, 5.12683, -1.82975], [-4.10829, 4.40580, -2.98923]],
  "relative_energy_kcal_mol": 10.6,
  "s2": 8.771,
  "homo_energy_ev": [-7.106, -7.182],
  "spin_multiplicity": 6
}

---

No. 2
{
  "formula": "C3H6O3",
  "method": "the ωB97M-V functional and the def2-TZVPD basis",
  "species": ["C", "C", "C", "O", "O", "O", "H", "H", "H", "H", "H", "H"],
  "positions_angstrom": [[-0.46392, 0.07157, 0.01976], [0.22883, 0.79043, 1.16283], [0.33821, 0.13192, -1.28152], [0.08861, -0.95792, -2.05544], [-0.67672, -1.30838, 0.35315], [1.09627, 1.02803, -1.61420], [-0.53249, -1.54981, -1.57044], [0.14316, -1.63322, 0.77384], [-1.44427, 0.51790, -0.17414], [-0.35716, 0.69995, 2.08349], [1.21418, 0.35663, 1.36526], [0.36529, 1.85289, 0.93742]],
  "smiles": "C[C@H](O)C(=O)O",
  "relative_energy_kcal_mol": 9.1,
  "homo_energy_ev": -10.337
}

---

No. 3
{
  "formula": "C2H5CuO3",
  "method": "the ωB97M-V functional and the def2-TZVPD basis",
  "species": ["H", "O", "O", "C", "H", "Cu", "O", "C", "H", "H", "H"],
  "positions_angstrom": [[3.53622, -1.72789, 0.98100], [2.26693, -0.27522, 0.52757], [1.22571, -0.88150, -0.05707], [3.47296, -0.69662, 0.61409], [4.18089, 0.13524, 0.57689], [1.52619, -2.19223, -1.30076], [3.00596, -2.63082, -2.31897], [4.29860, -2.47445, -2.11094], [4.79477, -2.16301, -3.06395], [4.50735, -1.69893, -1.04867], [4.77857, -3.43846, -1.84495]],
  "charge": 2,
  "relative_energy_kcal_mol": 0.0,
  "s2": 2.013,
  "homo_energy_ev": [-21.448, -21.283],
  "spin_multiplicity": 3
}

---

No. 4
{
  "formula": "C11H13NO2S",
  "method": "the ωB97M-V functional and the def2-TZVPD basis",
  "species": ["C", "C", "C", "C", "C", "C", "C", "C", "C", "C", "C", "N", "O", "O", "S", "H", "H", "H", "H", "H", "H", "H", "H", "H", "H", "H", "H", "H"],
  "positions_angstrom": [[0.34884, 2.22747, 2.80929], [-0.22374, 0.94897, 2.96792], [0.84450, 2.59545, 1.58656], [-0.19071, 0.02801, 1.88725], [0.90022, 1.65478, 0.49208], [0.43880, 0.37940, 0.69247], [-0.74093, -0.42587, -1.37912], [1.04319, -0.58483, -2.62328], [0.48407, -0.63064, -0.36739], [1.50089, -2.29758, 0.93543], [-3.20412, -0.05945, -2.25103], [-0.45307, -0.40845, -2.61579], [1.56529, -0.47521, -1.32737], [0.41793, -1.90302, 0.07864], [-2.29571, -0.13033, -0.70668], [0.49045, 2.92453, 3.64887], [-0.84649, 0.69864, 3.75586], [1.17979, 3.63131, 1.34684], [-0.31635, -1.10458, 2.02546], [1.35197, 1.87817, -0.45148], [1.35431, -1.66039, -2.96924], [1.40258, 0.25674, -3.34933], [2.16888, -1.49130, 1.19500], [2.05906, -3.17902, 0.38528], [0.98821, -2.75274, 1.85732], [-3.51117, -0.97552, -2.56053], [-2.57493, 0.37791, -3.00575], [-4.18178, 0.47754, -2.05726]],
  "smiles": "CO[C@@]1(c2ccccc2)OCN=C1SC",
  "relative_energy_kcal_mol": 31.9,
  "homo_energy_ev": -8.775
}

---

No. 5
{
  "formula": "C2H11NO3",
  "method": "the ωB97M-V functional and the def2-TZVPD basis",
  "species": ["C", "C", "N", "H", "H", "H", "H", "H", "H", "H", "O", "H", "H", "O", "H", "H", "O"],
  "positions_angstrom": [[3.11454, 1.02983, 0.44754], [2.97786, -0.26574, 0.97078], [1.83734, -0.93399, 0.99353], [2.57938, 1.32245, -0.43614], [3.80861, 1.70053, 0.94713], [3.79750, -0.79934, 1.43134], [1.15317, -0.51818, 0.34760], [1.91393, -1.95356, 1.04650], [-0.12748, 1.21977, -0.28648], [-1.51022, 0.96312, -0.97428], [-0.71471, 0.54564, -0.61428], [-1.96304, -1.10907, -0.62568], [-2.28489, -2.57023, -0.87619], [-2.66595, -1.69503, -0.93620], [-3.66193, 0.36901, -0.76822], [-4.55497, 1.37842, -0.11231], [-3.69913, 1.31637, -0.55463]],
  "charge": 1,
  "relative_energy_kcal_mol": 11.8,
  "s2": 0.760,
  "homo_energy_ev": [-14.036, -14.036],
  "spin_multiplicity": 2
}

---

No. 6
{
  "formula": "C17H19F3NO2",
  "method": "the ωB97M-V functional and the def2-TZVPD basis",
  "species": ["C", "O", "C", "C", "C", "C", "C", "C", "C", "C", "C", "O", "C", "C", "C", "C", "C", "H", "H", "H", "H", "H", "H", "H", "H", "H", "H", "H", "H", "H", "H", "H", "F", "C", "F", "F", "C", "N", "H", "H", "H", "H"],
  "positions_angstrom": [[5.51860, -1.45682, -0.84147], [5.08520, -0.67832, 0.29205], [3.77390, -0.32863, 0.35565], [3.40033, 0.56721, 1.39171], [2.10206, 1.00820, 1.48802], [1.09847, 0.59128, 0.56433], [-0.27290, 0.89776, 0.78247], [-1.21096, 1.29342, -0.21527], [-2.49754, 1.79673, 0.17483], [-3.51276, 1.94906, -0.73876], [-3.30521, 1.55961, -2.08945], [-4.38967, 1.57930, -2.90472], [-4.25155, 1.03803, -4.23125], [-1.98310, 1.29805, -2.53930], [-0.95500, 1.22706, -1.62076], [1.50799, -0.25311, -0.50702], [2.80806, -0.70973, -0.61372], [6.56992, -1.63629, -0.64634], [4.98004, -2.40637, -0.90405], [5.40104, -0.90839, -1.78174], [4.15914, 0.86463, 2.11957], [1.80404, 1.66041, 2.32114], [-0.54039, 1.21222, 1.78609], [-2.69285, 1.97564, 1.24097], [-4.51531, 2.27453, -0.44534], [-5.24847, 1.11061, -4.65946], [-3.54164, 1.61931, -4.83034], [-3.92865, -0.00870, -4.19370], [-1.80773, 1.09736, -3.60426], [0.04328, 1.00065, -2.00456], [0.76989, -0.64227, -1.20570], [3.09212, -1.38047, -1.43360], [-0.12256, -2.46499, 4.99635], [-0.87190, -2.35269, 3.84237], [-1.07497, -3.61973, 3.34905], [-2.09738, -1.83057, 4.17882], [-0.19230, -1.46872, 2.80042], [-1.04469, -0.89690, 1.79620], [0.22550, -0.61625, 3.38226], [0.60238, -2.08510, 2.31762], [-1.98165, -0.57844, 2.06018], [-0.90277, -1.29858, 0.77073]],
  "charge": 1,
  "relative_energy_kcal_mol": 46.9,
  "homo_energy_ev": -11.776
}

---

Values for max |F|, eV/A, ordered as above
2.3; 2.1; 4.1; 3.7; 2.6; 4.0